Record 1
6 unconnected molecules or ions with the total composition C30H69N3O6 at a distorted geometry. Source: the OMol25 dataset; level of theory: ωB97M-V/def2-TZVPD.

Its spin multiplicity is 1.

Each line ends with the Mulliken charge.
Geometry (Å):
O 1.933 -3.609 -0.512  -0.429
O 3.488 0.478 -3.828  -0.430
O -1.525 -3.057 -6.740  -0.497
O -2.016 -0.425 1.784  -0.724
O 0.986 6.507 2.800  -0.499
O 0.442 -1.177 -0.658  -0.106
N -1.566 -1.744 1.504  1.191
N -0.542 -2.321 -6.067  0.237
N 0.917 5.791 4.034  0.158
C 0.786 6.150 6.444  -1.249
C -1.522 -3.127 -3.868  -1.519
C -3.804 -2.866 1.569  -1.449
C 1.823 -2.010 -5.440  -1.561
C -1.841 -3.847 0.391  -0.668
C 1.011 0.121 -0.634  -0.916
C -0.382 4.167 5.380  -1.225
C -0.032 -1.039 -4.124  -1.701
C -1.092 -1.924 -4.811  1.741
C -0.891 -2.224 2.724  1.411
C 4.854 0.141 -3.566  -0.597
C 1.253 -2.961 -7.668  -1.923
C 0.779 -4.452 -5.755  -1.776
C 1.264 -1.786 -3.995  0.452
C -1.785 -2.376 3.941  -1.514
C -0.195 4.772 3.986  1.802
C 0.362 3.672 3.126  -2.376
C 0.855 6.819 5.068  1.488
C 2.203 7.596 5.031  -1.896
C -2.568 -2.538 0.806  1.102
C 2.950 -4.030 -1.425  -0.527
C 0.822 -2.978 -6.168  1.625
C -0.359 5.190 6.550  -0.661
C -1.111 -4.541 1.578  -0.765
C -2.361 -1.135 -5.150  -1.964
C 0.230 -1.252 3.046  -1.777
C -0.372 7.795 4.955  -1.719
C -1.553 5.252 3.469  -1.445
C -2.915 -1.762 -0.504  -0.863
C -0.201 -3.560 2.322  -1.170
H -2.368 -3.299 3.825  0.346
H -2.499 -1.536 4.054  0.171
H 0.278 3.937 2.083  0.471
H 1.744 5.623 6.566  0.393
H 5.192 -0.813 -4.111  0.233
H -1.106 -3.557 -0.403  -0.226
H 1.813 -4.763 -5.770  0.469
H 0.399 -4.741 -4.765  0.282
H -3.817 -2.166 -0.995  0.394
H -2.586 -4.526 -0.007  0.557
H -2.011 5.849 4.278  0.348
H -2.147 -0.440 -5.981  0.507
H 0.171 -0.168 -4.778  0.270
H 1.305 0.491 0.342  0.410
H -3.243 -1.772 -5.385  0.323
H 0.163 -4.087 3.210  0.320
H 4.932 0.062 -2.467  0.219
H -0.419 8.221 3.961  0.422
H -0.660 -3.498 -3.306  0.074
H 5.461 0.974 -3.886  0.313
H 0.637 -1.506 3.985  0.568
H 0.495 3.490 5.426  0.437
H 0.785 6.943 7.175  0.473
H 3.923 -3.881 -1.008  0.290
H 2.952 -3.450 -2.367  0.039
H 3.361 0.332 -4.789  0.269
H -1.884 -5.085 2.165  0.395
H -3.599 -3.444 2.489  0.285
H -0.298 -0.625 -3.194  0.710
H 2.767 -5.058 -1.663  0.287
H -2.201 4.341 3.375  0.383
H -2.525 -0.486 -4.290  0.384
H -0.274 2.817 3.271  0.427
H -1.541 5.854 2.534  0.302
H 1.038 -1.978 -8.121  0.398
H 0.153 -5.045 -6.413  0.420
H 1.123 -2.716 -3.495  0.019
H -1.792 -2.450 -7.474  0.353
H -3.092 -0.712 -0.297  0.341
H -0.174 8.550 5.727  0.391
H -0.446 -5.317 1.237  0.489
H -1.285 3.583 5.408  0.419
H -1.153 -2.483 4.810  0.469
H 1.896 0.062 -1.297  0.211
H -4.515 -3.485 0.981  0.412
H -4.384 -1.961 1.794  0.357
H -1.235 5.841 6.490  0.330
H -0.346 4.687 7.570  0.351
H 2.313 -3.229 -7.666  0.379
H 1.778 6.100 2.381  0.349
H -0.231 -0.237 3.012  0.311
H -0.252 -1.377 -0.020  -0.041
H -2.954 -0.464 2.104  0.340
H 2.283 8.126 5.995  0.405
H 1.011 -1.245 2.261  0.114
H 1.755 -1.109 -6.040  0.459
H 0.717 -3.743 -8.184  0.455
H -1.946 -3.946 -4.447  0.450
H 0.312 0.832 -1.052  0.279
H 1.569 -2.720 -0.667  0.207
H -1.336 7.388 5.016  0.408
H 1.866 -1.120 -3.415  0.034
H 2.259 8.380 4.229  0.328
H -2.144 -2.712 -3.081  0.324
H 2.994 6.897 4.892  0.481
H 1.384 3.487 3.441  0.502
H 2.784 -2.517 -5.378  0.416
H -2.062 -1.876 -1.148  -0.358
H 0.588 -3.237 1.683  0.398

***

Record 2
C8H13NO2 in the gas phase at a distorted geometry. Source: the OMol25 dataset; level of theory: ωB97M-V/def2-TZVPD.

Its spin multiplicity is 1.

Each line ends with the natural charge from an NBO analysis.
Geometry (Å):
O -1.327 -2.322 -2.532  -0.536
O -0.372 -1.583 -0.616  -0.539
N -1.508 -0.052 -1.947  -0.466
C -1.317 0.610 -0.712  -0.083
C 1.653 0.349 -0.668  -0.615
C -0.411 -0.516 0.282  0.140
C 1.736 -0.912 1.485  -0.616
C -2.691 0.344 -1.202  -0.235
C -1.110 -1.380 -1.820  0.886
C 0.929 0.105 0.649  -0.136
C 0.525 1.332 1.485  -0.609
H -3.265 -0.450 -0.662  0.210
H 2.468 -0.221 2.120  0.211
H -0.941 1.561 -0.752  0.195
H 1.113 0.948 -1.355  0.210
H -1.181 -0.819 1.116  0.199
H 0.125 2.183 0.883  0.217
H 2.285 -1.814 1.047  0.242
H 1.073 -1.405 2.276  0.214
H -3.220 1.138 -1.697  0.219
H 1.828 -0.596 -1.244  0.232
H 1.341 1.738 2.229  0.228
H -0.370 0.890 2.056  0.215
H 2.638 0.871 -0.421  0.218

***

Number 1: energy -1799.94243 Ha, orbital gap 8.674 eV. Number 2: energy -517.78260 Ha, orbital gap 10.977 eV.